# 1
C2Br3ClO | ωB97M-V with the def2-TZVPD basis set

Output
Frontier orbital gap: 9.87 eV
ΔE to the lowest compared entry with this formula, charge and spin: 0.00 kcal per mole
LUMO energy: -0.770 eV
Energy: -226770.44276 eV

Structure (XYZ):
```
7
Properties=species:S:1:pos:R:3:forces:R:3
O -1.77542 -0.67981 0.45107 4.29 2.09 0.75
Cl -0.30068 0.46030 2.27981 0.19 -0.14 -1.01
Br -0.15270 -0.95201 -2.11274 0.04 0.50 1.01
Br 2.11860 -0.67496 0.10419 -0.94 0.51 -0.16
Br 0.43785 1.94552 -0.90788 0.03 -0.59 0.32
C -0.67132 -0.13738 0.65386 -4.66 -2.20 -0.30
C 0.34367 0.03834 -0.46831 1.06 -0.16 -0.60
```
Forces are in eV/Å.



# 2
H42O21 | ωB97M-V with the def2-TZVPD basis set

Output
Spin multiplicity: 2
Frontier orbital gap (spin up / spin down): 2.80 / 9.40 eV
ΔE to the lowest compared entry with this formula, charge and spin: 139.46 kcal per mole
LUMO energy (spin up / spin down): 2.276 / 2.026 eV
Energy: -43673.61779 eV
Expectation value of S²: 0.7515
Net charge: -1

Structure (XYZ):
```
63
Properties=species:S:1:pos:R:3:forces:R:3
O 3.15321 -0.56229 2.19356 5.57 -3.00 4.95
H 3.54142 -0.21494 1.47721 2.71 1.91 -4.43
H 2.32329 -0.37251 2.09730 -7.91 1.65 -0.79
O -0.49481 0.83849 -5.21186 -0.08 -2.49 0.29
H -0.41147 0.02005 -4.58573 -0.65 3.48 -1.26
H -0.40292 1.68612 -4.77039 0.31 -0.49 0.91
O 0.65732 2.46355 -2.42937 0.89 2.39 -7.60
H 0.80711 1.92560 -1.77597 1.01 -4.25 6.06
H 0.03902 3.10616 -2.24848 -1.98 1.87 1.30
O 4.82356 0.70847 -0.92993 0.28 2.02 -1.96
H 4.21272 0.84403 -1.70017 0.42 -0.70 1.04
H 5.25397 1.61794 -0.97711 -0.66 -1.71 0.74
O 0.56166 1.64620 3.52998 1.69 -5.65 6.60
H 0.48145 0.59825 3.78111 0.28 3.78 -1.16
H 0.39366 1.70222 2.66518 -1.15 -0.29 -5.52
O -0.48450 -3.25026 3.34715 -1.01 -1.39 4.53
H -0.05497 -2.96251 2.62214 1.57 1.70 -4.61
H 0.31357 -3.12880 3.91865 -1.10 -0.33 0.14
O 1.99323 -2.65641 3.04410 0.22 -1.48 -0.19
H 2.73942 -2.05713 3.11830 0.37 0.49 -0.22
H 2.35946 -3.41874 2.54867 -0.23 0.46 0.50
O -3.63347 2.64577 -0.48758 0.40 -3.45 0.53
H -3.40972 1.63478 -0.42334 0.51 2.46 0.28
H -4.42234 2.40732 -0.97359 -0.81 1.03 -0.70
O 3.91579 2.28165 1.07481 -2.77 1.42 -0.57
H 4.06153 1.86223 1.89222 0.68 -0.87 1.74
H 2.89745 2.46014 1.12841 2.67 -0.60 -0.87
O 1.59677 -2.08352 -0.01980 -1.35 1.00 0.40
H 0.75838 -1.51457 -0.08345 1.48 -0.98 -0.31
H 1.49704 -2.40136 0.89008 0.35 0.12 0.07
O -1.06808 -2.81659 -0.70979 -0.30 -0.92 2.55
H -0.60973 -3.25142 -1.40731 1.04 -0.40 -1.76
H -0.64745 -3.33578 -0.01114 -0.20 0.19 0.52
O -1.08693 -1.30392 -2.72551 8.85 8.06 0.69
H -1.69632 -1.84230 -2.88920 -8.29 -6.83 -1.21
H -1.08581 -0.89089 -1.84877 -0.73 -0.64 -0.29
O 1.47351 3.04030 0.20609 0.54 0.21 1.77
H 0.92966 2.57820 0.87890 -0.39 0.32 -0.96
H 1.82491 3.75214 0.78761 -0.41 0.01 -0.92
O -1.05383 3.25330 1.01465 -0.86 -4.12 -1.55
H -1.59198 4.01462 1.08720 -1.09 1.06 0.18
H -1.65419 2.45736 0.73210 1.39 2.46 0.54
O 0.75078 -3.71838 -2.08266 0.66 -0.47 -1.81
H 0.88187 -3.07040 -2.81103 -0.08 -0.36 0.27
H 1.55235 -3.64339 -1.56369 0.09 0.29 0.43
O -3.75921 1.98384 -3.28629 -1.77 -0.62 2.15
H -3.21848 2.36473 -3.92288 1.55 0.78 -1.89
H -4.07450 1.14136 -3.60213 0.15 -0.31 -0.40
O -1.44025 -0.32170 1.21853 0.29 1.57 4.31
H -2.40239 -0.24257 1.29913 0.35 -0.30 -0.79
H -1.13956 -0.55029 0.38210 0.01 -0.69 -2.62
O 1.05854 -1.73778 -4.24135 -0.71 0.24 4.04
H 0.32048 -1.14123 -3.97307 0.82 -1.24 0.88
H 1.05555 -1.62460 -5.12796 0.50 0.25 -4.65
O -0.47582 3.73366 3.35108 1.27 -1.40 0.35
H -0.89813 2.85291 3.01551 1.09 2.96 1.10
H 0.49321 3.43803 3.55815 -3.03 0.97 -0.25
O -2.85207 -1.97041 4.10681 2.13 -1.21 2.24
H -3.42004 -1.62588 3.47645 -1.19 0.94 -2.12
H -1.96918 -2.22621 3.73612 -1.04 0.23 -0.06
O -2.81067 -1.41728 -0.52280 -1.51 2.50 -0.95
H -2.72549 -2.25092 -0.14257 1.25 -2.39 1.03
H -3.72757 -1.45449 -0.69437 -2.07 0.76 -0.69
```
Forces are in eV/Å.



# 3
C4HClFN | ωB97M-V with the def2-TZVPD basis set

Output
Frontier orbital gap: 11.09 eV
ΔE to the lowest compared entry with this formula, charge and spin: 1.40 kcal per mole
SMILES string: N#CC#C[C@@H](F)Cl
LUMO energy: -0.105 eV
Energy: -20891.47231 eV

Structure (XYZ):
```
8
Properties=species:S:1:pos:R:3:forces:R:3
N -2.98006 -2.68894 -0.00418 0.72 0.99 0.11
C -2.14997 -1.87910 0.01052 -0.15 -0.57 -0.34
C -1.04912 -1.01855 -0.03039 0.09 -0.23 0.42
C -0.01485 -0.40846 0.05779 -1.07 -0.63 -0.13
C 1.22254 0.33544 0.14810 -0.60 0.40 -0.08
F 1.92078 0.20191 -0.99235 0.47 0.03 -0.67
Cl 0.80527 2.04974 0.40521 0.24 -0.02 0.09
H 1.83215 -0.01618 0.95568 0.31 0.02 0.60
```
Forces are in eV/Å.



# 4
C4H9N2 | ωB97M-V with the def2-TZVPD basis set

Output
Frontier orbital gap: 9.65 eV
ΔE to the lowest compared entry with this formula, charge and spin: 111.38 kcal per mole
SMILES string: CC#C[C@H](N)[NH3+]
LUMO energy: -3.855 eV
Energy: -7263.31189 eV
Net charge: +1

Structure (XYZ):
```
15
Properties=species:S:1:pos:R:3:forces:R:3
C -3.05496 -0.28404 0.37820 -1.20 -0.87 2.38
C -1.65364 -0.27658 -0.03693 -0.98 0.34 -0.32
C -0.55945 -0.24993 -0.55283 4.26 -0.28 1.01
C 1.30786 -0.26155 -0.48738 -4.06 -0.49 1.09
N 2.05172 -1.12885 0.30284 -0.17 0.26 0.37
N 1.52740 1.19185 -0.12640 -0.56 0.44 -1.87
H -3.67356 -1.15634 -0.02962 0.90 1.57 0.22
H -3.58418 0.68444 0.46225 0.34 -0.25 -1.50
H -3.13123 -0.39610 1.51049 0.68 -0.70 -1.06
H 1.56569 -0.54406 -1.46033 -0.05 0.63 -1.80
H 1.92843 -2.10399 0.04822 0.35 0.28 0.35
H 2.42410 -0.91175 1.22288 -0.79 -0.29 -0.14
H 0.58610 1.64866 0.15980 1.84 -1.03 -0.36
H 2.25456 1.22823 0.61168 -0.35 0.60 -0.65
H 1.82342 1.62241 -1.07618 -0.22 -0.21 2.27
```
Forces are in eV/Å.